{
  "formula": "C42H35N7O14",
  "method": "ωB97M-V/def2-TZVPD",
  "elements": ["O", "N", "O", "C", "C", "C", "C", "C", "C", "H", "H", "H", "H", "H", "O", "N", "O", "C", "C", "C", "C", "C", "C", "H", "H", "H", "H", "H", "O", "N", "O", "C", "C", "C", "C", "C", "C", "H", "H", "H", "H", "H", "O", "N", "O", "C", "C", "C", "C", "C", "C", "H", "H", "H", "H", "H", "O", "N", "O", "C", "C", "C", "C", "C", "C", "H", "H", "H", "H", "H", "O", "N", "O", "C", "C", "C", "C", "C", "C", "H", "H", "H", "H", "H", "O", "N", "O", "C", "C", "C", "C", "C", "C", "H", "H", "H", "H", "H"],
  "xyz": [[4.7880, -2.5595, -0.7529], [5.7557, -2.8459, -0.0851], [6.9305, -2.6116, -0.3831], [5.4998, -3.3295, 1.2976], [6.5833, -3.8765, 2.0406], [6.2990, -4.4677, 3.2491], [4.9895, -4.5207, 3.6976], [3.9443, -4.0248, 2.9964], [4.2165, -3.3952, 1.7588], [7.5526, -3.9535, 1.6153], [7.0508, -4.8333, 3.9489], [4.7335, -4.9164, 4.6862], [2.8968, -4.0043, 3.2243], [3.4577, -3.0467, 1.0776], [-7.1923, -1.0542, -2.6728], [-6.2955, -0.6230, -3.3648], [-6.4254, -0.4388, -4.5253], [-4.8433, -0.3531, -2.7713], [-4.0782, 0.5499, -3.4601], [-2.7213, 0.8090, -3.0538], [-2.2639, 0.1565, -1.9199], [-3.0971, -0.8058, -1.2282], [-4.3869, -1.0657, -1.6830], [-4.5225, 1.0422, -4.3627], [-2.0752, 1.4391, -3.6185], [-1.2891, 0.4169, -1.5296], [-2.7025, -1.3483, -0.3762], [-4.9698, -1.7489, -1.1184], [0.6510, -6.9853, 0.5739], [1.7658, -6.8635, 0.0576], [2.7295, -7.5514, 0.2388], [1.8948, -5.7033, -0.8090], [0.9995, -4.6588, -0.7150], [1.2236, -3.5745, -1.5470], [2.3553, -3.4835, -2.3655], [3.2566, -4.5324, -2.3985], [3.0198, -5.6448, -1.6409], [0.0521, -4.7840, -0.1101], [0.4278, -2.8124, -1.5397], [2.5520, -2.5560, -2.8919], [4.1847, -4.4378, -2.9442], [3.7649, -6.5063, -1.6430], [2.3457, 4.9607, 1.8288], [1.3650, 5.7152, 1.8238], [1.1576, 6.6062, 2.6762], [0.3405, 5.4986, 0.7808], [0.6615, 4.6128, -0.3216], [-0.3974, 4.3583, -1.1999], [-1.5956, 4.9971, -1.1608], [-1.7507, 6.0310, -0.2339], [-0.7848, 6.2722, 0.8157], [1.6146, 4.1134, -0.4098], [-0.1806, 3.6844, -2.0208], [-2.4097, 4.6846, -1.8436], [-2.6919, 6.5910, -0.3559], [-1.0449, 7.1020, 1.4998], [1.3894, -1.2783, 0.8311], [1.4903, -0.7195, 1.9259], [2.3480, -0.9103, 2.7297], [0.4971, 0.3787, 2.1844], [0.6441, 1.2508, 3.2529], [-0.2199, 2.2841, 3.3771], [-1.3276, 2.4393, 2.5393], [-1.5539, 1.4956, 1.5846], [-0.5807, 0.4814, 1.3260], [1.4895, 1.1429, 3.9147], [-0.0664, 3.0987, 4.1246], [-2.1118, 3.0927, 2.8696], [-2.3934, 1.6378, 0.8914], [-0.7035, -0.2877, 0.5616], [1.8918, 0.4730, -2.3873], [1.8417, 0.9509, -1.2827], [0.8733, 1.4964, -0.7994], [3.1472, 0.9733, -0.5897], [3.3612, 1.5815, 0.6782], [4.5332, 1.3633, 1.3911], [5.5863, 0.6850, 0.7182], [5.4031, 0.2314, -0.5886], [4.1865, 0.3811, -1.2565], [2.5856, 2.0746, 1.1782], [4.6379, 1.5573, 2.4280], [6.4237, 0.2192, 1.2603], [6.1696, -0.2938, -1.0362], [4.0727, -0.0841, -2.2209], [-5.2473, 3.7723, -2.1378], [-5.1052, 3.1756, -1.1070], [-4.1300, 3.2400, -0.3878], [-6.3153, 2.4133, -0.6089], [-6.1814, 1.5663, 0.4337], [-7.2065, 0.6856, 0.8661], [-8.3349, 0.5799, 0.0975], [-8.4495, 1.3806, -1.0404], [-7.4727, 2.2993, -1.3864], [-5.3162, 1.6785, 1.0800], [-7.0746, -0.1146, 1.5671], [-9.1033, -0.2178, 0.1707], [-9.3341, 1.2664, -1.6889], [-7.6858, 2.8361, -2.2946]],
  "forces_ev_per_a": [[0.28, -0.37, -0.44], [0.73, 1.12, 1.24], [-1.06, -0.52, -0.15], [1.46, -1.25, 0.32], [-1.18, 0.00, -0.56], [0.17, 0.29, 0.55], [-0.67, -0.45, 1.91], [-0.30, 1.63, -2.64], [-0.17, -0.48, -0.13], [0.69, 0.35, -0.26], [0.11, -0.04, -0.62], [0.49, -0.16, -0.32], [-0.15, -0.42, 0.83], [-0.41, 0.17, 0.24], [0.54, -0.03, 1.12], [1.24, -0.49, 1.77], [0.26, 0.80, -2.22], [-1.64, -0.15, -0.72], [1.01, 0.96, -1.11], [-2.22, -1.30, 0.52], [-1.04, -0.90, 0.74], [0.74, 1.31, -1.32], [1.00, 0.51, 0.62], [0.57, -0.51, 0.98], [0.18, 0.55, -0.26], [0.15, -0.23, -0.06], [-0.08, 0.12, -0.02], [-0.74, -0.53, 0.04], [1.02, -0.63, -0.06], [-1.88, 1.00, 0.33], [0.35, -0.86, 0.30], [1.29, 0.26, -0.54], [-1.33, -0.70, 0.01], [-0.68, 0.67, -0.13], [-0.66, 0.38, 0.61], [0.18, 0.56, -0.17], [0.84, -1.94, 0.71], [1.46, 0.34, -0.68], [0.80, -0.08, -0.13], [-0.09, -0.16, -0.14], [-0.08, -0.08, -0.19], [-1.25, 1.28, 0.09], [-1.21, 1.08, 0.00], [0.52, 0.27, 1.45], [0.47, -1.67, -1.65], [1.75, -0.69, -1.26], [-1.98, 1.05, 1.61], [2.55, -0.91, -0.50], [-1.11, 0.96, 0.50], [-0.14, -0.26, 0.52], [-2.72, 0.59, -1.90], [-0.06, 0.09, 0.18], [-0.13, -0.22, 0.12], [0.63, 0.56, 0.47], [0.65, -0.01, 0.69], [0.76, -0.93, -0.16], [0.22, -0.02, 0.90], [-1.41, 1.14, -1.60], [0.80, -0.44, 0.91], [-0.59, -0.56, -0.34], [1.48, -0.62, -0.19], [-0.63, 2.28, 0.92], [0.11, -0.96, 1.33], [0.56, -0.85, -2.07], [-0.92, 0.22, 0.56], [0.08, -0.02, 0.07], [0.02, -1.07, -0.39], [-0.06, 0.74, -0.47], [0.20, -0.40, 0.38], [-0.01, 0.53, 0.13], [-0.96, -0.60, -0.74], [1.31, 1.03, 0.01], [-0.15, -0.07, 0.36], [0.51, 0.90, 1.13], [0.15, -1.25, -0.59], [0.92, -1.13, -2.22], [-0.94, -0.98, 0.35], [-1.35, 1.55, 1.20], [0.90, -0.52, 0.35], [-1.28, 0.68, 0.44], [-0.12, 0.63, 0.67], [-0.14, 0.92, -0.14], [1.46, -1.03, -0.98], [-0.16, 0.09, -0.03], [0.17, 0.20, -0.97], [-1.50, 0.21, 1.47], [0.15, -0.41, -0.04], [-0.19, -0.54, -1.68], [0.21, -0.58, 2.94], [0.46, -0.08, -1.27], [-0.86, -0.47, -1.35], [-0.50, 0.37, -0.03], [-0.49, -0.01, -0.46], [0.22, -0.29, -0.32], [0.52, 0.30, 0.81], [0.70, 0.64, 0.60], [0.62, 0.14, 0.36], [0.57, 0.42, -0.10]],
  "mulliken_charge": [-0.33, 0.90, -0.62, -0.03, -0.62, -0.54, -0.50, -0.80, 0.43, 0.52, 0.37, 0.35, 0.50, 0.39, -0.59, 1.07, -0.60, 0.31, -0.38, -0.69, -0.25, -0.53, -0.61, 0.38, 0.59, 0.43, 0.42, 0.47, -0.61, 1.01, -0.60, 0.06, -0.31, -0.34, -0.33, -0.34, -0.44, 0.40, 0.33, 0.39, 0.44, 0.31, -0.58, 1.05, -0.61, 0.32, -0.76, 0.04, -0.53, -0.28, -0.58, 0.42, 0.38, 0.32, 0.34, 0.45, -0.43, 1.17, -0.61, -0.18, -0.56, -0.46, -0.82, -0.37, 0.06, 0.48, 0.34, 0.50, 0.37, 0.51, -0.72, 1.22, -0.30, -0.23, -0.08, -0.87, -0.43, -0.80, -0.41, 0.59, 0.50, 0.39, 0.66, 0.51, -0.63, 1.17, -0.53, -0.44, 0.39, -0.70, -0.20, -0.58, -0.37, 0.42, 0.38, 0.32, 0.34, 0.44],
  "largest_force_ev_per_a": 3.37,
  "total_energy_ha": -3057.40986,
  "de_lowest_kcal_mol": 49.30,
  "multiplicity": 1,
  "homo_lumo_gap_ev": 8.986
}